Here is a structure of composition C20H14IN3NiO4 from the OMol25 dataset. Energies are from the ωB97M-V functional and the def2-TZVPD basis.

Calculated values
Highest occupied orbital energy = -8.55 eV
E_tot = -3041.824509 Eh

Geometry (Å):
Ni (-0.2404, -0.9983, -0.2353)
O (2.9772, 1.9413, 0.3660)
C (3.2789, 1.4935, 1.5931)
C (4.3442, 2.1194, 2.2464)
C (4.7194, 1.7204, 3.5088)
C (4.0477, 0.6844, 4.1619)
C (2.9990, 0.0624, 3.5272)
C (2.5922, 0.4497, 2.2416)
C (1.4681, -0.2362, 1.6036)
O (1.0875, 0.1469, 0.4231)
N (0.8573, -1.2248, 2.2560)
N (-0.1177, -1.6970, 1.4552)
C (-0.7836, -2.7683, 1.6858)
C (-1.7115, -3.1165, 0.6125)
C (-2.5925, -4.1800, 0.6273)
C (-3.4417, -4.3528, -0.4579)
C (-3.3896, -3.4636, -1.5159)
C (-2.4665, -2.4287, -1.4731)
N (-1.6484, -2.2692, -0.4414)
H (2.2278, 1.4160, 0.0233)
H (4.8563, 2.9183, 1.7276)
H (5.5478, 2.2179, 3.9973)
H (4.3490, 0.3740, 5.1526)
H (2.4621, -0.7438, 4.0069)
H (-0.6354, -3.3629, 2.5785)
H (-2.6158, -4.8512, 1.4743)
H (-4.1418, -5.1773, -0.4710)
H (-4.0368, -3.5680, -2.3740)
H (-2.3461, -1.7269, -2.2872)
I (-3.1082, 5.5817, -1.8620)
C (-2.1326, 3.7754, -2.2393)
C (-2.4211, 2.6686, -1.4564)
C (-1.7527, 1.4821, -1.7156)
C (-0.8163, 1.3883, -2.7328)
C (-0.5610, 2.5010, -3.5254)
C (-1.2095, 3.6992, -3.2748)
C (-0.0835, 0.0979, -3.0130)
O (0.3654, -0.1010, -4.1238)
O (0.0211, -0.7633, -2.0441)
H (-3.1510, 2.7314, -0.6612)
H (-1.9498, 0.5776, -1.1507)
H (0.1525, 2.4124, -4.3336)
H (-0.9999, 4.5701, -3.8805)

natural (NBO) atomic charge list, values in e, 5 entries: 1.093 -0.657 0.369 -0.281 -0.151

Here is a cluster of 9 separate species, C34H60NO27 in total at a distorted geometry from the OMol25 dataset. Energies are from the ωB97M-V functional and the def2-TZVPD basis.

Calculated values
Energy above the lowest of the compared OMol25 structures with the same formula, charge and spin = 0.00 kJ/mol
Total charge = -1
Highest occupied orbital energy = -3.53 eV
E_tot = -3417.803335 Eh

Geometry (Å):
C (3.3947, -1.5937, 2.3719)
C (4.1021, -1.8949, 1.0036)
C (3.7053, -3.0014, 0.1164)
C (4.3745, -3.2428, -1.1743)
C (5.4713, -2.3390, -1.5797)
C (6.1802, -2.5355, -2.9731)
C (6.1702, -1.2229, -3.8690)
N (5.1040, -0.2682, -3.5537)
O (7.4168, -0.5002, -3.6520)
C (6.0957, -1.5455, -5.4383)
O (6.6790, -2.5222, -5.9562)
O (5.3861, -0.7295, -6.1692)
C (5.9154, -1.2402, -0.6841)
C (5.2590, -0.9983, 0.5980)
H (2.3540, -1.2050, 2.2213)
H (3.3003, -2.5813, 2.9108)
H (3.9846, -0.8433, 2.9683)
H (2.8522, -3.6398, 0.4654)
H (4.0883, -4.0816, -1.8612)
H (5.6434, -3.3509, -3.5418)
H (7.2269, -2.9376, -2.8213)
H (4.2200, -0.7177, -3.3261)
H (5.3899, 0.4145, -2.8547)
H (7.9389, -0.9523, -2.9725)
H (6.7699, -0.6258, -1.0634)
H (5.6174, -0.1498, 1.2347)
C (0.1639, 2.6281, 5.6562)
O (0.4208, 1.6342, 4.6640)
C (-0.6768, 1.0510, 4.1733)
O (-1.8116, 1.2975, 4.4998)
O (-0.3042, 0.1448, 3.2606)
C (-1.3926, -0.5584, 2.6607)
H (1.1241, 3.0281, 5.9775)
H (-0.4301, 3.4429, 5.2400)
H (-0.3365, 2.1893, 6.5202)
H (-2.0486, 0.1312, 2.1277)
H (-1.9505, -1.1195, 3.4120)
H (-0.9760, -1.2625, 1.9427)
C (4.7641, 4.6478, 0.5296)
O (3.3515, 4.4474, 0.5340)
C (2.9546, 3.3564, 1.2009)
O (3.6740, 2.5719, 1.7665)
O (1.6201, 3.2841, 1.1226)
C (1.0659, 2.1500, 1.7924)
H (4.9661, 5.5556, -0.0366)
H (5.1373, 4.7820, 1.5461)
H (5.2697, 3.8141, 0.0410)
H (1.2893, 2.1858, 2.8526)
H (1.4389, 1.2253, 1.3503)
H (-0.0159, 2.1811, 1.6663)
C (0.6025, 0.6622, -3.1827)
O (-0.8095, 0.5740, -3.4169)
C (-1.5292, 0.2561, -2.3389)
O (-1.1003, 0.0477, -1.2334)
O (-2.8201, 0.2088, -2.7025)
C (-3.7143, -0.1225, -1.6430)
H (1.0772, 0.9246, -4.1267)
H (0.8231, 1.4431, -2.4540)
H (0.9981, -0.2980, -2.8508)
H (-3.6679, 0.6267, -0.8512)
H (-3.4923, -1.1147, -1.2476)
H (-4.7228, -0.1307, -2.0534)
C (-2.2219, 0.6545, -6.3240)
O (-2.4367, 1.8145, -7.1351)
C (-1.3115, 2.4069, -7.5482)
O (-0.1943, 2.0492, -7.2949)
O (-1.6437, 3.4778, -8.2957)
C (-0.5194, 4.2011, -8.7971)
H (-3.1975, 0.2571, -6.0473)
H (-1.6833, -0.1115, -6.8834)
H (-1.6843, 0.9157, -5.4128)
H (0.0837, 3.5706, -9.4513)
H (0.0836, 4.5926, -7.9773)
H (-0.9005, 5.0399, -9.3786)
C (-3.6755, 2.5074, -9.8334)
O (-5.0091, 2.4717, -10.3594)
C (-5.4344, 1.2526, -10.6960)
O (-4.8081, 0.2292, -10.5945)
O (-6.6856, 1.3640, -11.1691)
C (-7.2696, 0.1270, -11.5700)
H (-3.4413, 3.5398, -9.5980)
H (-3.6083, 1.9214, -8.9228)
H (-2.9599, 2.1504, -10.5768)
H (-7.3433, -0.5567, -10.7233)
H (-6.6961, -0.3251, -12.3804)
H (-8.2743, 0.3394, -11.9328)
C (8.8598, -4.4775, 4.1710)
O (8.6215, -3.5232, 5.2055)
C (7.4794, -2.8385, 5.0648)
O (6.6843, -2.9676, 4.1733)
O (7.3776, -1.9837, 6.0917)
C (6.1972, -1.1825, 6.0673)
H (9.8071, -4.9688, 4.3881)
H (8.0727, -5.2324, 4.1546)
H (8.9386, -3.9835, 3.2019)
H (5.3056, -1.8083, 6.1251)
H (6.1726, -0.5600, 5.1719)
H (6.2222, -0.5327, 6.9409)
C (-4.3978, 1.8599, 4.3465)
O (-5.8076, 1.7715, 4.0999)
C (-6.5335, 1.4501, 5.1706)
O (-6.1073, 1.2382, 6.2809)
O (-7.8193, 1.4007, 4.8036)
C (-8.7174, 1.0629, 5.8613)
H (-3.9130, 2.1255, 3.4103)
H (-4.1845, 2.6382, 5.0798)
H (-4.0060, 0.9023, 4.6780)
H (-8.6753, 1.8096, 6.6553)
H (-8.4942, 0.0700, 6.2545)
H (-9.7244, 1.0534, 5.4474)
C (-7.1179, -4.9854, 9.4726)
O (-7.3125, -3.8245, 8.6676)
C (-6.1753, -3.2337, 8.2722)
O (-5.0603, -3.6006, 8.5388)
O (-6.4978, -2.1690, 7.5321)
C (-5.3750, -1.4325, 7.0357)
H (-8.1012, -5.3756, 9.7311)
H (-6.5748, -5.7520, 8.9184)
H (-6.5918, -4.7316, 10.3939)
H (-4.7622, -2.0591, 6.3844)
H (-4.7796, -1.0364, 7.8590)
H (-5.7609, -0.5934, 6.4529)

Löwdin atomic charge list, values in e, 5 entries: -0.080 -0.235 -0.062 -0.037 -0.194

Here is a structure of composition C28H29CsIN5O7Se at a distorted geometry from the OMol25 dataset. Energies are from the ωB97M-V functional and the def2-TZVPD basis.

Calculated values
Total charge = -2
Highest occupied orbital energy = -2.06 eV
E_tot = -4604.212872 Eh

Geometry (Å):
Cs (-0.9343, -1.1630, 1.1042)
O (-0.5321, 1.9840, 4.3728)
C (-1.8825, 2.3421, 4.5319)
C (-2.5822, 2.6149, 3.2074)
N (-2.5929, 1.4703, 2.3251)
C (-3.2714, 0.3243, 2.9204)
C (-2.3460, -0.6107, 3.7371)
O (-2.9015, -1.3893, 4.5260)
O (-1.1039, -0.5280, 3.4995)
C (-3.1032, 1.7975, 0.9988)
C (-2.5897, 0.7866, -0.0514)
O (-3.0340, -0.3811, -0.0057)
O (-1.7232, 1.2073, -0.8550)
H (-0.5425, 1.0928, 3.9576)
H (-1.9051, 3.2659, 5.1195)
H (-2.4326, 1.5770, 5.0944)
H (-2.0448, 3.4272, 2.7089)
H (-3.6127, 2.9683, 3.4285)
H (-3.6870, -0.2935, 2.1223)
H (-4.1080, 0.6279, 3.5679)
H (-2.7341, 2.7826, 0.7087)
H (-4.2066, 1.8232, 0.9694)
C (-0.5928, -3.8979, 4.0912)
C (0.8032, -3.8401, 3.5621)
N (1.7923, -4.1558, 4.3531)
C (3.0721, -4.0470, 3.9035)
C (3.3948, -3.5580, 2.6729)
C (4.8381, -3.3622, 2.3013)
O (5.2145, -1.9930, 2.1330)
C (2.3546, -3.1834, 1.7793)
C (2.6457, -2.6729, 0.4695)
N (1.8413, -1.9358, -0.2014)
C (2.0278, -1.6246, -1.5262)
C (2.3345, -2.5888, -2.4959)
C (2.3866, -2.2636, -3.8423)
C (2.1490, -0.9610, -4.2564)
C (1.8797, 0.0204, -3.3080)
C (1.8189, -0.3077, -1.9683)
I (1.5480, 1.1913, -0.5309)
C (0.9881, -3.4255, 2.1670)
O (0.0234, -3.3605, 1.3675)
H (-0.6025, -4.4270, 5.0426)
H (-1.2568, -4.3811, 3.3725)
H (-0.9834, -2.8888, 4.2459)
H (3.8471, -4.3366, 4.6064)
H (5.0753, -3.9202, 1.3848)
H (5.4744, -3.7526, 3.0971)
H (4.4419, -1.5114, 1.8160)
H (3.6322, -2.9118, 0.0383)
H (2.4996, -3.6059, -2.1616)
H (2.6113, -3.0342, -4.5706)
H (2.1846, -0.6996, -5.3073)
H (1.7227, 1.0456, -3.6114)
C (-2.5088, 1.2046, -5.0637)
N (-2.0288, 2.2552, -4.2008)
C (-2.6809, 2.7223, -3.0978)
Se (-4.4355, 2.4986, -2.7053)
N (-1.8112, 3.5538, -2.4564)
C (-0.6008, 3.5903, -3.1227)
C (0.5757, 4.2750, -2.8863)
C (1.5820, 4.1712, -3.8406)
C (1.4121, 3.4070, -4.9928)
C (0.2358, 2.6983, -5.2183)
C (-0.7555, 2.7947, -4.2593)
H (-3.4488, 0.8428, -4.6550)
H (-1.7811, 0.3920, -5.0819)
H (-2.6732, 1.5772, -6.0776)
H (-1.9257, 3.6907, -1.4641)
H (0.7129, 4.8599, -1.9871)
H (2.5167, 4.6926, -3.6818)
H (2.2131, 3.3498, -5.7185)
H (0.1056, 2.0873, -6.1018)

Löwdin atomic charge list, values in e, 5 entries: 1.683 -0.079 -0.269 -0.199 -0.160

Here is an isolated molecule of C30H29N3O8 at a distorted geometry from the OMol25 dataset. Energies are from the ωB97M-V functional and the def2-TZVPD basis.

Calculated values
Energy above the lowest of the compared OMol25 structures with the same formula, charge and spin = 5.22 kJ/mol
Highest occupied orbital energy = -7.86 eV
E_tot = -1926.760402 Eh
SMILES string = CC#CCN1c2ccccc2[C@]23C[C@@H](C(=O)OC)N(C(=O)c4cc(C)oc4C)C2=NC(C(=O)OC)=C(C(=O)OC)[C@H]13

Geometry (Å):
C (6.5943, -2.7400, -2.7242)
C (5.1979, -2.3687, -2.7734)
C (4.0379, -2.0715, -2.8200)
C (2.6319, -1.6983, -2.8573)
N (2.2071, -1.1747, -1.5824)
C (2.2523, -1.8895, -0.4139)
C (2.8066, -3.1352, -0.1628)
C (2.7480, -3.6270, 1.1321)
C (2.1599, -2.9040, 2.1556)
C (1.6136, -1.6495, 1.9050)
C (1.6631, -1.1568, 0.6237)
C (1.2023, 0.1745, 0.0608)
C (2.0692, 1.3326, 0.5723)
C (1.3736, 1.7497, 1.8726)
C (1.3943, 3.2730, 2.0555)
O (0.9700, 4.0418, 1.2349)
O (2.0653, 3.6082, 3.1513)
C (2.0986, 4.9961, 3.4605)
N (-0.0090, 1.2947, 1.7063)
C (-0.9783, 1.8962, 2.5052)
O (-0.6287, 2.8050, 3.2341)
C (-2.3527, 1.4241, 2.4314)
C (-3.4638, 2.3252, 2.4838)
C (-4.5820, 1.5579, 2.4700)
C (-6.0272, 1.9032, 2.4834)
O (-4.2337, 0.2472, 2.4492)
C (-2.8960, 0.1590, 2.4216)
C (-2.3101, -1.2020, 2.4432)
C (-0.1558, 0.5282, 0.5972)
N (-1.2727, 0.1525, 0.1003)
C (-1.2336, -0.4815, -1.1178)
C (-2.5691, -1.0411, -1.5197)
O (-3.1300, -1.9064, -0.9033)
O (-3.0541, -0.4343, -2.5991)
C (-4.2838, -0.9424, -3.1045)
C (-0.1521, -0.5511, -1.9226)
C (-0.3299, -1.0668, -3.2951)
O (-0.9854, -2.0330, -3.5965)
O (0.3075, -0.3010, -4.1994)
C (0.1378, -0.6831, -5.5565)
C (1.2281, -0.1020, -1.4587)
H (6.7944, -3.5325, -3.4448)
H (7.2197, -1.8797, -2.9607)
H (6.8457, -3.0975, -1.7261)
H (2.0318, -2.5742, -3.1580)
H (2.5016, -0.9103, -3.6048)
H (3.2701, -3.7054, -0.9513)
H (3.1667, -4.6000, 1.3424)
H (2.1224, -3.3125, 3.1535)
H (1.1576, -1.0853, 2.7054)
H (3.1046, 1.0394, 0.7352)
H (2.0339, 2.1644, -0.1354)
H (1.8142, 1.2888, 2.7626)
H (2.8156, 5.1120, 4.2690)
H (2.4021, 5.5725, 2.5843)
H (1.1059, 5.3199, 3.7772)
H (-3.3975, 3.3928, 2.5051)
H (-6.5134, 1.4696, 3.3564)
H (-6.1448, 2.9819, 2.5077)
H (-6.5188, 1.5082, 1.5953)
H (-2.4361, -1.6663, 1.4640)
H (-1.2526, -1.1667, 2.6813)
H (-2.8320, -1.8148, 3.1764)
H (-4.0958, -1.8719, -3.6453)
H (-4.6793, -0.1827, -3.7742)
H (-4.9763, -1.1380, -2.2838)
H (0.5623, -1.6748, -5.7287)
H (-0.9233, -0.7065, -5.8113)
H (0.6578, 0.0642, -6.1504)
H (1.5539, 0.7616, -2.0528)

natural (NBO) atomic charge list, values in e, 5 entries: -0.684 0.026 -0.043 -0.291 -0.429

> Which formula does entry 4 have?

C30H29N3O8